Entry 1:
DFT (ωB97M-V with the def2-TZVPD basis set) results for a molecular structure, C60H49N14O6PTi in a non-equilibrium geometry.

```
131
Properties=species:S:1:pos:R:3:forces:R:3
Ti 0.00221 -0.48096 0.15975 0.84 -0.10 -1.25
O -1.12838 2.23406 -0.09827 -0.57 0.22 -0.07
N -1.67763 1.02426 -0.54960 0.51 0.02 -0.17
C -2.76794 1.18775 -1.19293 0.42 0.72 0.35
C -3.65908 0.14941 -1.65268 -0.31 -0.80 -0.27
C -4.81903 0.57189 -2.32000 0.30 0.03 0.15
C -5.79927 -0.32624 -2.68972 0.00 -0.06 0.00
C -5.64954 -1.67021 -2.38506 0.04 0.15 0.03
C -4.50742 -2.10396 -1.73600 0.12 0.03 0.01
C -3.49974 -1.21812 -1.36995 0.13 0.40 -0.08
P -2.08713 -1.95562 -0.44310 -1.17 -0.42 0.10
C -2.99494 -2.38421 1.09493 0.23 0.10 -0.05
C -2.81075 -3.53127 1.86329 -0.08 -0.05 -0.17
C -3.43453 -3.66099 3.09397 0.05 -0.12 -0.05
C -4.24596 -2.65215 3.57907 0.00 0.06 0.01
C -4.43159 -1.50447 2.82531 -0.04 0.02 0.02
C -3.79630 -1.36155 1.60621 -0.02 -0.06 -0.19
C -1.87309 -3.41547 -1.54846 0.44 0.20 0.14
C -2.05719 -4.75573 -1.22434 -0.01 0.14 0.21
C -1.91977 -5.73695 -2.19496 0.03 -0.08 -0.06
C -1.58941 -5.40090 -3.49583 -0.02 0.04 0.13
C -1.40523 -4.06761 -3.82980 -0.01 0.04 -0.05
C -1.55142 -3.08534 -2.86958 0.07 0.12 0.08
H -0.69191 2.01184 0.74582 -0.28 0.01 -0.35
H -3.11296 2.21227 -1.34742 0.12 -0.05 0.16
H -4.95063 1.62421 -2.52733 0.00 0.09 -0.03
H -6.68310 0.02020 -3.20013 -0.10 0.05 -0.05
H -6.42277 -2.37727 -2.63866 -0.08 -0.09 -0.06
H -4.39286 -3.15218 -1.50403 -0.06 -0.10 0.00
H -2.16645 -4.32792 1.52557 -0.02 -0.01 0.03
H -3.27840 -4.55665 3.67756 0.01 -0.08 0.04
H -4.71903 -2.75446 4.54393 -0.08 -0.02 0.05
H -5.07679 -0.72057 3.18797 -0.04 0.15 0.07
H -3.91524 -0.44497 1.04169 -0.13 0.02 0.04
H -2.34664 -5.05611 -0.23196 -0.03 -0.02 0.09
H -2.07812 -6.77077 -1.92988 -0.04 -0.10 0.04
H -1.48977 -6.16789 -4.24642 0.02 -0.10 -0.09
H -1.15518 -3.79698 -4.84475 -0.01 0.06 -0.08
H -1.42042 -2.04554 -3.14063 -0.01 -0.06 -0.08
C 3.04856 3.74700 -2.61826 0.31 0.75 -0.14
N 2.15736 2.68477 -2.21395 -0.11 -0.79 0.80
C 2.04254 2.03098 -1.05514 0.05 -0.12 0.11
N 1.04930 1.14973 -1.13040 0.04 -0.22 -0.01
C 0.58158 1.32533 -2.39808 0.26 0.21 -0.13
N 1.23457 2.23873 -3.05900 -0.65 0.00 -0.92
C 2.50064 5.11063 -2.25350 0.00 0.02 -0.07
C 2.28109 6.08159 -3.22286 0.07 -0.10 0.13
C 1.80085 7.33287 -2.86224 0.00 0.04 0.00
C 1.52095 7.62725 -1.54137 0.04 -0.13 0.15
C 1.72989 6.65274 -0.56764 0.19 -0.43 -0.40
C 2.22433 5.40138 -0.92933 -0.07 0.24 -0.06
C 1.42028 6.89833 0.82053 -0.33 0.63 0.63
N 0.96401 7.97617 1.38643 0.36 -0.03 -1.78
N 0.78545 7.70521 2.68219 -0.07 -0.78 1.66
C 1.14053 6.46981 2.87478 -0.19 0.84 -0.41
O 1.55935 5.89317 1.72009 -0.01 0.03 0.01
C 1.08982 5.67343 4.07789 0.07 -0.45 0.30
C 0.48399 6.14913 5.23779 0.12 -0.08 -0.20
C 0.41323 5.32364 6.34611 0.01 0.02 -0.01
C 0.91301 4.03195 6.29652 0.04 -0.09 -0.09
C 1.51428 3.54944 5.13860 -0.10 0.07 -0.07
C 2.05054 2.13603 5.10579 0.06 0.22 0.78
N 2.12291 1.57618 3.77951 -0.73 0.01 -0.83
C 1.18042 1.53172 2.83322 0.29 -0.01 0.10
N 1.64108 0.90610 1.75499 -0.16 -0.09 0.01
C 2.91950 0.60445 2.10977 -0.12 0.29 0.19
N 3.22728 0.99131 3.31921 1.07 -0.24 0.10
C 1.61831 4.38322 4.03980 -0.05 0.10 0.08
H 3.15197 3.67357 -3.70244 0.08 -0.12 0.18
H 4.02298 3.59229 -2.14633 -0.12 -0.10 -0.08
H 2.67317 2.18818 -0.20353 0.10 0.06 0.13
H -0.23013 0.77274 -2.83154 0.00 -0.04 -0.01
H 2.49331 5.86718 -4.25912 0.01 -0.04 -0.13
H 1.64358 8.08269 -3.62158 -0.02 0.07 -0.07
H 1.14271 8.59150 -1.24285 -0.05 0.13 -0.01
H 2.38963 4.66017 -0.16148 0.03 -0.06 0.09
H 0.07614 7.14675 5.24806 -0.06 0.12 0.03
H -0.05190 5.68146 7.25107 -0.03 0.04 0.09
H 0.84197 3.39512 7.16576 -0.05 -0.08 0.12
H 1.41415 1.49952 5.73166 0.16 0.02 -0.07
H 3.06759 2.10578 5.50884 -0.13 -0.10 -0.10
H 0.22025 1.99091 2.95185 -0.21 0.02 0.06
H 3.62980 0.13030 1.46448 0.07 -0.13 -0.04
H 2.11334 4.04946 3.14013 0.01 -0.04 -0.08
C 6.39069 -3.66068 6.20676 0.20 -0.21 0.08
O 5.45705 -2.63907 5.91098 -0.04 0.32 -0.12
C 4.17456 -2.78543 6.24940 -0.53 -0.08 0.16
C 3.31955 -1.73913 5.85501 0.36 -0.14 -0.01
C 1.97495 -1.81967 6.08246 -0.12 -0.18 0.15
C 1.43052 -2.93986 6.73829 1.53 0.27 -0.51
C 2.29506 -3.93028 7.22069 -0.54 0.35 -0.34
C 3.64418 -3.87087 6.95960 0.58 0.09 -0.16
N 0.09249 -3.14490 6.95565 -0.47 -0.55 0.88
N -0.79901 -2.58805 6.32347 -1.54 -0.65 0.93
C -0.78513 -1.89598 5.15890 0.23 1.10 -1.34
C -1.40219 -0.64517 5.08385 0.49 -0.80 0.50
C -1.47762 0.06625 3.89593 0.41 -0.05 -1.27
C -0.93188 -0.45904 2.73094 -0.19 -0.68 2.14
O -0.88702 0.14699 1.55123 -1.29 0.73 0.99
C -0.39783 -1.76657 2.75443 -0.36 0.29 0.58
N -0.05226 -2.25316 1.53909 0.04 0.24 0.12
C 0.32167 -3.51622 1.46263 0.05 -0.04 -0.21
C 0.41776 -4.34426 2.57958 -0.12 0.05 0.28
C 0.09213 -3.85417 3.82797 0.11 -0.08 -0.32
C -0.33884 -2.52871 3.94737 -0.10 0.56 -0.18
H 7.34467 -3.29381 5.83122 -0.08 -0.10 0.06
H 6.12589 -4.59145 5.69475 0.01 0.06 0.07
H 6.46819 -3.83433 7.28318 -0.02 0.01 -0.06
H 3.75319 -0.88850 5.35398 0.07 0.11 -0.10
H 1.33403 -1.00656 5.77780 0.01 0.07 -0.03
H 1.86449 -4.76808 7.74452 -0.03 -0.09 0.16
H 4.28605 -4.66165 7.31263 0.08 -0.07 0.01
H -1.79112 -0.21181 5.99315 -0.08 -0.03 0.07
H -1.95585 1.03485 3.87573 -0.04 0.12 -0.01
H 0.52063 -3.91328 0.46953 0.12 0.07 0.03
H 0.72897 -5.36784 2.45114 0.01 -0.11 -0.03
H 0.12861 -4.50207 4.69107 0.05 -0.02 0.11
C 4.58518 -3.84936 0.52764 0.38 -0.25 0.50
N 3.51354 -3.15193 -0.15022 -0.21 0.38 -0.11
C 3.19585 -3.43257 -1.42788 -0.37 0.26 -0.23
C 2.14893 -2.83450 -2.05429 -0.28 0.17 -0.02
C 1.41625 -1.86919 -1.30365 1.29 -0.81 -0.24
O 0.34873 -1.29002 -1.67094 -0.40 -0.04 -0.65
N 1.81286 -1.53127 -0.06275 -0.19 0.22 -0.86
C 2.75134 -2.24856 0.60988 0.32 -0.25 0.64
O 2.92263 -2.15514 1.80829 0.19 -0.08 -0.07
H 5.32280 -4.19295 -0.19394 -0.07 0.06 -0.05
H 4.19373 -4.70613 1.07911 0.04 0.05 0.02
H 5.05197 -3.16916 1.23979 -0.02 -0.12 -0.09
H 3.80735 -4.17553 -1.91852 0.05 -0.04 -0.02
H 1.85462 -3.08004 -3.05930 0.02 -0.05 -0.09
```
Forces are in eV/Å.

Calculated values
Energy relative to the best compared isomer or geometry (same formula, charge and spin), kJ/mol: 67.1
HOMO, eV: -11.79
E, eV: -128553.9218
LUMO energy, eV: -5.896
Spin multiplicity: 1
F_max, eV/A: 2.251
Total charge: +2

***

Entry 2:
DFT (ωB97M-V with the def2-TZVPD basis set) results for 3 unconnected molecules or ions with the total composition C4H10O2.

```
16
Properties=species:S:1:pos:R:3:forces:R:3
C -1.82091 0.41792 1.99557 -0.23 -0.22 -0.09
O -2.33429 -0.43461 1.31802 0.08 0.41 0.42
C -0.41864 -1.16187 -0.74200 0.11 0.03 -0.19
C 0.44294 -0.22488 -1.13857 0.08 -0.46 0.03
C 1.92184 -0.26257 -0.90130 0.04 -0.01 0.00
O 0.08435 0.89552 -1.83414 -0.24 0.00 -0.01
H -1.97943 1.49843 1.80875 -0.06 -0.13 -0.02
H -1.15126 0.17942 2.84485 -0.13 -0.07 -0.09
H 0.42093 1.34865 1.38426 0.13 0.07 -0.01
H -1.47966 -1.10298 -0.96663 0.15 0.05 0.05
H -0.08281 -2.02500 -0.17819 0.01 0.17 -0.09
H 0.37829 0.78611 0.89819 0.02 0.12 0.16
H 2.28408 0.72284 -0.59176 -0.06 -0.13 -0.04
H 2.43959 -0.53354 -1.82635 -0.03 0.05 0.08
H 2.17198 -0.99501 -0.12956 -0.05 0.09 -0.15
H -0.87700 0.89159 -1.94113 0.16 0.02 -0.05
```
Forces are in eV/Å.

Calculated values
SMILES: C=C(C)O.[H][H].C=O
Energy relative to the best compared isomer or geometry (same formula, charge and spin), kJ/mol: 278.5
HOMO, eV: -8.80
E, eV: -8402.6604
LUMO energy, eV: 0.878
Spin multiplicity: 1
F_max, eV/A: 0.589
Total charge: 0

***

Entry 3:
DFT (ωB97M-V with the def2-TZVPD basis set) results for a molecular structure, C28H37N4OPV.

```
72
Properties=species:S:1:pos:R:3:forces:R:3
V 0.13531 -0.75501 0.92809 0.02 -0.39 0.31
N -0.39744 -2.28532 2.54052 0.08 0.00 -0.06
C -0.84291 -1.63492 3.80237 -0.06 0.02 0.03
C -1.47764 -0.29763 3.47690 -0.06 0.00 0.08
N -0.58210 0.49183 2.60537 0.14 0.01 -0.17
C 0.62482 1.04083 3.28627 -0.04 0.05 0.10
C 1.86689 0.18389 3.10702 0.12 0.05 0.07
N 2.09819 -0.10554 1.67327 -0.08 -0.04 -0.01
H -1.16464 -2.84690 2.18088 -0.02 0.01 -0.02
H 0.32922 -2.95987 2.76631 0.01 0.01 -0.05
H 0.02351 -1.50123 4.44711 -0.01 0.01 0.01
H -1.54831 -2.26417 4.34721 0.01 0.04 -0.01
H -1.71504 0.24478 4.39679 0.00 -0.04 -0.02
H -2.41365 -0.44657 2.93116 0.01 -0.01 0.02
H -1.11397 1.28567 2.25688 -0.02 -0.03 -0.02
H 0.42670 1.17464 4.35419 0.01 0.02 -0.04
H 0.81626 2.02751 2.86324 0.01 -0.02 0.00
H 1.78106 -0.76965 3.62494 -0.01 0.01 0.02
H 2.71538 0.71421 3.54796 -0.04 -0.04 0.00
H 2.83659 -0.80078 1.60462 0.01 -0.02 -0.04
H 2.46834 0.73116 1.22398 -0.04 0.01 -0.02
C -2.24846 -2.98938 -0.21592 -0.06 0.06 -0.01
C -1.23432 -3.75425 -1.05788 0.04 -0.05 0.04
C -1.52372 -5.25173 -0.97753 0.00 0.01 -0.01
C 0.21497 -3.45434 -0.64401 0.01 -0.09 0.01
C 1.23467 -3.99643 -1.63593 0.05 0.05 0.02
O 1.40754 -2.87376 -2.53287 -0.04 0.05 0.00
C 1.03314 -1.78222 -1.88430 0.00 0.09 -0.04
N 0.48757 -1.98795 -0.72030 0.02 0.07 0.02
C 1.23216 -0.52631 -2.63529 0.04 0.00 -0.06
C 1.81845 -0.66821 -3.89833 0.01 0.04 -0.06
C 1.96716 0.41416 -4.74876 -0.01 -0.06 0.04
C 1.53024 1.66448 -4.34924 0.01 -0.02 0.00
C 0.96995 1.82159 -3.09173 0.06 -0.02 -0.04
C 0.81055 0.75077 -2.21937 0.00 -0.01 -0.04
P 0.13417 1.13727 -0.56985 -0.14 0.12 -0.09
C -1.50625 1.88030 -0.82030 0.03 0.07 -0.09
C -1.68839 3.12959 -1.41996 0.02 -0.02 0.03
C -2.96037 3.64283 -1.59984 -0.01 0.01 -0.01
C -4.07153 2.92210 -1.17905 0.00 -0.05 0.02
C -3.90566 1.68596 -0.57368 -0.02 0.05 -0.02
C -2.62844 1.17243 -0.39756 -0.05 -0.03 0.03
C 1.18032 2.53585 -0.05536 -0.01 0.02 0.09
C 2.55532 2.50970 -0.29982 0.01 0.04 0.00
C 3.38478 3.48346 0.23864 0.01 0.03 0.02
C 2.85273 4.49502 1.02736 -0.01 -0.02 0.00
C 1.48745 4.52909 1.27497 0.04 0.02 0.02
C 0.65678 3.55245 0.74409 -0.02 0.02 -0.04
H -3.22851 -2.99961 -0.69272 0.01 0.01 0.00
H -1.97550 -1.93389 -0.09333 -0.01 0.04 -0.01
H -2.38440 -3.45339 0.76460 0.03 -0.03 0.01
H -1.33840 -3.42662 -2.09904 0.01 0.01 0.01
H -1.39530 -5.61893 0.04344 0.01 0.00 0.02
H -0.88052 -5.84095 -1.62849 0.00 -0.02 -0.01
H -2.55186 -5.45650 -1.27215 -0.02 0.01 -0.01
H 0.40948 -3.82408 0.36627 -0.02 0.00 -0.03
H 0.90127 -4.83917 -2.23211 0.00 0.00 0.04
H 2.20754 -4.20844 -1.18923 -0.05 -0.04 0.00
H 2.15078 -1.64082 -4.22572 0.00 -0.01 0.01
H 2.41706 0.27387 -5.72131 0.01 -0.01 -0.01
H 1.63222 2.51758 -5.00585 0.00 0.01 0.00
H 0.66725 2.81069 -2.78106 0.02 0.00 0.00
H -0.83423 3.71702 -1.72959 -0.04 0.03 0.02
H -3.08794 4.61002 -2.06660 0.00 0.01 0.00
H -5.06322 3.32830 -1.32169 -0.02 0.00 0.00
H -4.76569 1.12001 -0.24245 -0.02 0.01 0.00
H -2.52055 0.19763 0.06696 0.05 -0.03 -0.01
H 2.98561 1.74295 -0.93448 -0.01 -0.02 -0.04
H 4.44572 3.46032 0.02897 0.01 0.00 0.00
H 3.49849 5.25920 1.43709 0.01 0.01 0.00
H 1.06307 5.32463 1.87309 0.01 0.01 0.01
H -0.40973 3.61072 0.93216 0.01 -0.03 -0.01
```
Forces are in eV/Å.

Calculated values
HOMO (alpha / beta), eV: -13.39 / -12.81
E, eV: -72609.1837
LUMO energy (alpha / beta), eV: -5.688 / -5.623
Spin multiplicity: 2
F_max, eV/A: 0.493
Total charge: +2

***

Q: The lowest E belongs to which entry?
A: C60H49N14O6PTi

***

Q: Which value of F_max does entry 2 give?
A: 0.589 eV/A

***

Q: Which value of F_max does entry 2 give?
A: 0.589 eV/A